No. 1
C46H53N7O4Ti | ωB97M-V/def2-TZVPD

Structure (XYZ):
```
111
C46H53N7O4Ti | OMol25 | ωB97M-V/def2-TZVPD
Ti -0.478 0.612 -0.680
O -2.534 1.788 -4.118
C -1.914 1.686 -3.045
N -1.533 0.550 -2.434
C -1.441 -0.666 -3.216
C 0.035 -0.971 -3.321
C 0.688 -1.393 -4.441
C 2.039 -1.043 -4.682
C 2.469 0.097 -3.960
C 1.817 0.498 -2.835
N 0.887 -0.455 -2.223
C -1.438 2.873 -2.302
C -1.857 4.148 -2.620
C -1.259 5.255 -2.036
C -0.165 5.005 -1.169
C 0.194 3.722 -0.874
N -0.457 2.615 -1.348
H -1.859 -0.510 -4.214
H -2.034 -1.460 -2.733
H 0.103 -1.861 -5.232
H 2.532 -1.339 -5.600
H 3.260 0.728 -4.353
H 1.931 1.461 -2.358
H -2.638 4.233 -3.366
H -1.579 6.263 -2.266
H 0.405 5.816 -0.731
H 1.034 3.534 -0.218
C 5.210 0.029 -1.982
C 4.716 0.548 -0.630
C 5.672 1.635 -0.124
C 4.565 -0.555 0.397
C 5.592 -1.488 0.527
C 5.544 -2.499 1.468
C 4.443 -2.584 2.308
C 3.395 -1.677 2.207
C 2.224 -1.730 3.171
C 2.392 -0.675 4.270
C 2.015 -3.099 3.813
C 3.443 -0.650 1.240
N 2.308 0.185 1.139
C 2.429 1.384 1.653
O 3.430 1.927 2.171
C 1.113 2.133 1.818
C 1.152 3.293 2.586
C -0.020 3.960 2.878
C -1.215 3.415 2.446
C -1.175 2.257 1.691
N -0.037 1.645 1.333
C -2.477 1.555 1.373
O -3.478 1.855 2.040
N -2.348 0.608 0.453
C -3.377 -0.371 0.403
C -4.444 -0.280 -0.501
C -5.365 -1.326 -0.566
C -5.266 -2.427 0.265
C -4.251 -2.472 1.211
C -3.307 -1.455 1.299
C -2.269 -1.485 2.404
C -1.725 -2.883 2.687
C -2.850 -0.885 3.689
C -4.689 0.969 -1.316
C -5.685 1.868 -0.573
C -5.181 0.671 -2.730
H 5.067 0.793 -2.748
H 4.667 -0.860 -2.305
H 6.277 -0.211 -1.948
H 3.731 0.992 -0.782
H 6.678 1.218 0.001
H 5.331 2.034 0.828
H 5.735 2.449 -0.853
H 6.452 -1.413 -0.130
H 6.355 -3.215 1.550
H 4.404 -3.370 3.051
H 1.331 -1.463 2.596
H 3.225 -0.952 4.925
H 1.487 -0.608 4.881
H 2.611 0.308 3.857
H 2.827 -3.343 4.504
H 1.954 -3.895 3.069
H 1.093 -3.102 4.396
H 2.126 3.616 2.925
H -0.006 4.878 3.456
H -2.185 3.826 2.685
H -6.179 -1.263 -1.278
H -5.993 -3.230 0.202
H -4.197 -3.310 1.897
H -1.436 -0.860 2.084
H -2.477 -3.521 3.161
H -0.882 -2.817 3.373
H -1.384 -3.380 1.779
H -3.677 -1.504 4.053
H -3.228 0.123 3.518
H -2.085 -0.848 4.471
H -3.748 1.512 -1.379
H -6.649 1.359 -0.459
H -5.852 2.790 -1.137
H -5.309 2.123 0.418
H -6.235 0.369 -2.726
H -4.592 -0.119 -3.196
H -5.073 1.553 -3.360
N -1.421 -3.504 -0.991
C -0.471 -2.552 -0.855
O -0.740 -1.522 -0.240
C 0.897 -2.831 -1.395
C 1.693 -1.558 -1.632
H -2.364 -3.222 -0.756
H -1.299 -4.200 -1.704
H 0.824 -3.441 -2.297
H 1.417 -3.422 -0.630
H 2.507 -1.799 -2.318
H 2.103 -1.189 -0.704
```

Output
ΔE to the lowest compared entry with this formula, charge and spin = 1.3706 eV
charge = -2
largest force on an atom = 0.54 eV Å⁻¹
E = -90303.5856 eV
expectation value of S² = 2.024
2S+1 = 3

=====

No. 2
C46H55N4PS | ωB97M-V/def2-TZVPD

Structure (XYZ):
```
107
C46H55N4PS | OMol25 | ωB97M-V/def2-TZVPD
C 3.465 -0.184 4.233
C 2.399 -1.071 3.542
C 1.500 -0.285 2.562
C 0.539 0.720 3.257
C 1.134 2.165 3.300
C -0.867 0.775 2.637
C -1.971 1.052 3.390
C -1.818 1.336 4.888
C -1.494 2.643 5.240
C -1.394 2.926 6.616
C -1.641 1.834 7.444
C -1.925 0.554 6.985
N -2.016 0.293 5.681
C -3.347 1.114 2.854
P -4.664 1.559 4.084
C -6.106 0.399 4.073
C -6.844 0.438 5.458
C -5.191 3.349 3.931
C -4.352 4.072 2.830
C -3.581 0.884 1.522
C -4.935 0.952 0.832
N -5.837 -0.171 1.138
C -5.194 -1.479 0.967
C -2.453 0.584 0.676
N -2.479 0.331 -0.619
S -0.953 0.105 -1.120
N -0.202 0.286 0.298
C -1.102 0.537 1.236
H 3.003 0.561 4.898
H 4.163 -0.812 4.803
H 4.000 0.387 3.454
H 1.752 -1.509 4.319
H 2.916 -1.861 2.974
H 2.075 0.225 1.771
H 0.886 -1.038 2.040
H 0.408 0.392 4.302
H 0.314 2.871 3.477
H 1.838 2.291 4.138
H 1.661 2.398 2.363
H -1.345 3.421 4.493
H -1.151 3.916 6.996
H -1.594 1.989 8.528
H -2.090 -0.250 7.704
H -6.844 0.616 3.290
H -5.703 -0.603 3.868
H -6.352 1.198 6.085
H -6.808 -0.547 5.940
H -7.883 0.754 5.280
H -4.908 3.822 4.886
H -6.277 3.497 3.823
H -4.483 3.522 1.889
H -4.618 5.133 2.747
H -3.290 3.955 3.101
H -4.758 0.945 -0.264
H -5.452 1.903 1.042
H -6.586 -0.157 0.450
H -4.919 -1.706 -0.084
H -5.952 -2.240 1.229
H -4.355 -1.646 1.656
C 2.613 -1.869 -3.769
C 1.520 -2.172 -2.969
C 0.860 -3.385 -3.123
C 1.301 -4.298 -4.071
C 2.397 -3.996 -4.869
C 3.050 -2.779 -4.721
H 3.124 -0.921 -3.650
H 1.181 -1.463 -2.225
H 0.003 -3.618 -2.502
H 0.790 -5.246 -4.188
H 2.741 -4.709 -5.608
H 3.902 -2.542 -5.347
C 2.746 3.334 -5.845
C 1.746 2.880 -4.994
C 1.254 1.588 -5.127
C 1.768 0.747 -6.105
C 2.770 1.200 -6.953
C 3.256 2.494 -6.826
H 3.127 4.342 -5.743
H 1.349 3.534 -4.227
H 0.470 1.236 -4.468
H 1.388 -0.262 -6.206
H 3.172 0.543 -7.715
H 4.034 2.849 -7.491
C 0.459 -5.033 0.723
C 0.099 -6.296 1.172
C -1.056 -6.463 1.925
C -1.856 -5.368 2.220
C -1.499 -4.105 1.768
C -0.339 -3.937 1.023
H 1.362 -4.901 0.138
H 0.720 -7.152 0.936
H -1.333 -7.448 2.280
H -2.760 -5.499 2.804
H -2.123 -3.250 1.998
H -0.057 -2.949 0.675
C 8.115 2.774 -8.041
C 7.115 2.320 -7.191
C 6.622 1.029 -7.324
C 7.136 0.188 -8.302
C 8.138 0.640 -9.150
C 8.625 1.934 -9.022
H 8.497 3.782 -7.939
H 6.718 2.974 -6.423
H 5.838 0.678 -6.665
H 6.755 -0.821 -8.403
H 8.540 -0.017 -9.912
H 9.403 2.288 -9.687
```

Output
ΔE to the lowest compared entry with this formula, charge and spin = 0.0000 eV
largest force on an atom = 2.26 eV Å⁻¹
E = -74677.3001 eV

=====

No. 3
C46H56As3F5NO4RbSSb2 | ωB97M-V/def2-TZVPD

Structure (XYZ):
```
119
C46H56As3F5NO4RbSSb2 | OMol25 | ωB97M-V/def2-TZVPD
Rb 0.429 0.534 0.127
C 3.447 -2.553 3.362
C 4.683 -2.942 2.541
C 4.371 -3.697 1.256
Sb 2.965 -2.688 -0.239
C 3.597 -4.183 -1.664
C 4.032 -3.811 -2.932
C 4.428 -4.759 -3.867
C 4.388 -6.109 -3.549
C 3.957 -6.498 -2.287
C 3.575 -5.541 -1.356
C 4.414 -1.119 -0.621
C 5.773 -1.427 -0.576
C 6.750 -0.472 -0.831
C 6.382 0.830 -1.136
C 5.035 1.156 -1.188
C 4.064 0.195 -0.936
Sb 2.611 -0.621 2.849
C 1.540 -0.357 4.677
C 1.599 0.832 5.396
C 0.824 1.011 6.532
C -0.031 0.004 6.963
C -0.106 -1.181 6.249
C 0.677 -1.357 5.115
C 4.369 0.455 3.421
C 4.999 0.219 4.642
C 6.180 0.867 4.971
C 6.750 1.761 4.074
C 6.129 2.008 2.860
C 4.941 1.361 2.537
H 3.678 -2.508 4.429
H 2.653 -3.295 3.234
H 5.331 -3.555 3.185
H 5.277 -2.048 2.313
H 3.806 -4.606 1.508
H 5.300 -4.033 0.783
H 4.052 -2.758 -3.195
H 4.766 -4.439 -4.846
H 4.690 -6.852 -4.279
H 3.917 -7.550 -2.028
H 3.249 -5.873 -0.376
H 6.085 -2.437 -0.338
H 7.797 -0.748 -0.783
H 7.137 1.585 -1.327
H 4.722 2.170 -1.411
H 3.033 0.519 -0.996
H 2.241 1.640 5.063
H 0.876 1.950 7.072
H -0.649 0.151 7.841
H -0.788 -1.965 6.556
H 0.583 -2.287 4.560
H 4.558 -0.474 5.351
H 6.656 0.672 5.926
H 7.676 2.267 4.324
H 6.562 2.706 2.153
H 4.456 1.575 1.593
F -4.525 -3.219 4.286
C -4.393 -2.488 3.161
C -3.164 -1.963 2.803
F -2.093 -2.198 3.584
C -3.043 -1.216 1.644
F -1.818 -0.749 1.358
C -4.115 -0.951 0.785
S -3.955 0.005 -0.666
C -5.338 -1.500 1.191
F -6.444 -1.313 0.451
C -5.485 -2.250 2.342
F -6.688 -2.754 2.678
C -1.685 -0.259 -3.997
As -1.321 1.173 -2.701
C 0.031 2.102 -3.805
C -2.929 2.201 -3.262
C -3.280 3.575 -2.656
C -4.674 3.932 -3.200
C -3.393 3.504 -1.127
As -1.746 3.479 -0.039
C -2.644 3.043 1.644
C -1.497 5.401 0.288
C -2.259 4.615 -3.125
As -2.777 6.515 -2.929
C -0.997 7.233 -3.371
C -3.543 6.798 -4.727
H -2.017 0.170 -4.946
H -2.465 -0.896 -3.581
H -0.775 -0.836 -4.143
H -0.370 2.373 -4.785
H 0.867 1.412 -3.919
H 0.383 2.999 -3.295
H -3.757 1.516 -3.046
H -2.873 2.303 -4.353
H -5.396 3.182 -2.871
H -4.678 3.950 -4.294
H -5.018 4.904 -2.832
H -3.912 2.575 -0.863
H -3.998 4.338 -0.750
H -3.595 3.576 1.708
H -1.976 3.312 2.460
H -2.825 1.968 1.667
H -2.444 5.910 0.480
H -1.005 5.865 -0.565
H -0.836 5.496 1.149
H -2.021 4.462 -4.182
H -1.317 4.504 -2.580
H -0.318 7.040 -2.541
H -1.066 8.310 -3.522
H -0.599 6.763 -4.271
H -4.563 6.416 -4.750
H -2.951 6.293 -5.492
H -3.564 7.869 -4.932
O 0.392 1.824 2.415
N 1.157 2.706 1.967
O 1.045 3.885 2.311
O 2.036 2.352 1.146
C 0.695 -2.864 -2.677
C 1.636 -1.792 -2.108
O 1.258 -0.622 -2.234
H 0.917 -2.953 -3.747
H -0.356 -2.581 -2.566
H 0.865 -3.845 -2.229
```

Output
ΔE to the lowest compared entry with this formula, charge and spin = 0.0558 eV
charge = -2
largest force on an atom = 1.09 eV Å⁻¹
E = -278955.5808 eV